a:
Here is an isolated molecule of C2H7N3S from the OMol25 dataset. Energies are from the ωB97M-V functional and the def2-TZVPD basis.

Output
LUMO energy = 0.96 eV
structure (SMILES) = CN(S)/C=N/N
net charge = 0

The geometry in XYZ format:
```
13
Properties=species:S:1:pos:R:3:nbo_charge:R:1
C -1.52984 1.52044 0.18277 -0.398
N -0.69282 0.41936 -0.20895 -0.568
S -1.39249 -1.14068 -0.04141 0.167
C 0.67361 0.62913 -0.20740 0.191
N 1.50792 -0.32772 -0.03148 -0.322
N 2.82691 -0.07937 0.19186 -0.641
H -0.88554 2.41231 0.24268 0.201
H -1.90184 1.31343 1.18240 0.195
H -2.39300 1.68150 -0.47731 0.199
H -0.49156 -1.63071 0.84217 0.127
H 1.01360 1.65098 -0.39426 0.152
H 3.14786 0.71591 -0.32600 0.330
H 3.43367 -0.87592 0.08061 0.366
```

b:
Here is an isolated molecule of C2H7N3S from the OMol25 dataset. Energies are from the ωB97M-V functional and the def2-TZVPD basis.

Output
LUMO energy = 0.58 eV
structure (SMILES) = CN(N)C(N)=S
net charge = 0

The geometry in XYZ format:
```
13
Properties=species:S:1:pos:R:3:nbo_charge:R:1
C 0.01118 -1.62976 0.10190 -0.459
N 0.18454 -0.18862 0.09389 -0.308
N 1.46276 0.49893 -0.14114 -0.668
C -0.92474 0.56406 -0.03996 0.299
N -0.69951 1.89644 0.21227 -0.814
S -2.46258 -0.16193 -0.04333 -0.284
H -1.07982 -1.91101 -0.27306 0.282
H 0.71276 -1.98984 -0.65433 0.183
H 0.13194 -2.29712 1.18451 0.205
H 1.93457 -0.23896 -0.84732 0.375
H 1.94171 0.59628 0.77783 0.376
H -1.45066 2.61865 -0.14465 0.407
H 0.23786 2.24288 -0.22661 0.405
```

Stability ranking, top and bottom: a is the most stable and b is the least stable.

a:
Here is an isolated molecule of C3H8O2SSi from the OMol25 dataset. Energies are from the ωB97M-V functional and the def2-TZVPD basis.

Output
LUMO energy = 0.42 eV
structure (SMILES) = C[Si]1(C)OCSO1
net charge = 0

The geometry in XYZ format:
```
15
Properties=species:S:1:pos:R:3:nbo_charge:R:1
C 0.93245 -0.14983 -1.70062 -1.154
Si -0.09461 0.39820 -0.21757 2.033
C 0.65545 0.97118 1.53869 -1.049
O -1.17356 -1.07614 0.30565 -0.901
C -2.60937 -1.05728 0.49365 -0.159
S -3.05312 0.67506 -0.12858 0.417
O -1.46144 1.24369 -0.60304 -1.049
H 0.37483 -0.95059 -2.16271 0.267
H 1.41745 0.61304 -2.42126 0.270
H 1.81503 -0.52911 -1.22468 0.241
H 1.36226 1.76822 1.46911 0.229
H -0.10338 1.18906 2.16249 0.236
H 1.16945 0.15148 1.95906 0.235
H -3.03581 -1.05996 1.57342 0.193
H -2.98283 -1.75888 -0.22312 0.191
```

b:
Here is a 2-piece molecular cluster, C3H8O2SSi overall from the OMol25 dataset. Energies are from the ωB97M-V functional and the def2-TZVPD basis.

Output
LUMO energy (spin up / spin down) = -0.98 / -0.98 eV
net charge = 0

The geometry in XYZ format:
```
15
Properties=species:S:1:pos:R:3:nbo_charge:R:1
C 0.13115 -1.47920 0.70306 -1.060
C -2.00796 0.53873 -0.02430 -1.107
C 0.69660 1.41706 -0.90325 -1.089
O 1.99628 -3.23116 0.10159 -0.855
O 2.70050 -1.40404 1.54951 -0.845
Si -0.22397 0.36664 0.45034 1.345
S 1.73806 -1.94176 0.65843 2.075
H -0.37846 -2.25741 -0.70331 0.248
H -2.60563 0.12617 0.80844 0.244
H -2.27955 1.54445 -0.04866 0.240
H -2.25851 0.17941 -0.99780 0.247
H 1.66341 1.72884 -0.48285 0.240
H 0.78766 1.10386 -1.98778 0.248
H -0.08879 2.26780 -0.89521 0.235
H 0.12920 1.04059 1.77179 -0.166
```

Stability ranking, top and bottom: a is the most stable and b is the least stable.

a:
Here is C26H29AsF10N4S2Sc as an isolated structure from the OMol25 dataset. Energies are from the ωB97M-V functional and the def2-TZVPD basis.

Output
LUMO energy (spin up / spin down) = 0.10 / -1.11 eV
net charge = 0
spin multiplicity = 2

The geometry in XYZ format:
```
73
Properties=species:S:1:pos:R:3:mulliken_spin:R:1
Sc -0.49394 0.77763 -0.21752 -0.010
C 1.32485 3.54868 0.55792 0.084
N 0.73199 1.26069 1.30801 0.036
C 0.82253 0.31788 2.41691 0.015
C 0.03851 -0.94626 2.12718 0.013
N 0.42132 -1.49172 0.81314 0.002
C -0.43688 -2.61192 0.42214 0.001
C 1.81143 -1.90701 0.82344 0.008
C 2.22681 -2.87983 1.73609 0.000
C 3.54185 -3.30064 1.77163 0.003
C 4.46764 -2.76463 0.88340 -0.002
C 4.06349 -1.81623 -0.03216 0.010
C 2.73822 -1.38223 -0.06281 -0.016
S 2.23318 -0.14666 -1.20693 0.045
C 1.72013 2.35165 1.43410 0.018
C 1.74996 2.85169 2.85530 0.291
C 2.81692 2.74100 3.67637 -0.104
C 4.01163 2.12570 3.23150 0.407
C 4.11176 1.67182 1.90451 -0.103
C 3.07827 1.81390 1.02280 0.297
S 3.45126 1.44254 -0.66345 0.009
H 1.98323 4.39237 0.76442 -0.011
H 0.30103 3.84744 0.78539 0.004
H 1.41419 3.32252 -0.50222 0.004
H 1.87148 0.05267 2.63216 0.002
H 0.41830 0.74535 3.34662 -0.034
H -1.03793 -0.74961 2.08545 0.002
H 0.18205 -1.67400 2.93721 0.001
H -0.35649 -3.45201 1.12298 0.000
H -0.14718 -2.95362 -0.57110 0.000
H -1.46773 -2.26211 0.39532 -0.001
H 1.51226 -3.30681 2.42467 0.000
H 3.84758 -4.05127 2.48819 0.000
H 5.49707 -3.09144 0.90317 0.000
H 4.76891 -1.38833 -0.73171 0.000
H 0.82574 3.30217 3.19780 0.019
H 2.75843 3.11321 4.69024 -0.004
H 4.85318 2.01692 3.89835 0.019
H 5.03574 1.22228 1.56571 -0.004
C -3.57192 -3.25460 -0.42192 0.000
N -3.51859 -1.83319 -0.12861 0.000
C -4.58758 -1.50522 0.80158 0.000
C -3.64112 -1.04014 -1.35131 0.000
C -2.45785 -1.07987 -2.30935 0.000
N -1.34366 -0.15289 -2.03301 0.000
C -0.71368 0.27429 -3.17311 -0.002
C 0.13054 1.39105 -3.11185 0.001
F 0.32981 1.93389 -1.84341 -0.005
C 0.77350 2.00606 -4.15569 0.003
F 1.51805 3.09027 -3.90927 0.000
C 0.64876 1.49562 -5.43341 0.000
C -0.10982 0.34533 -5.54928 0.000
F -0.22516 -0.23978 -6.75152 0.000
C -0.74702 -0.26703 -4.48233 0.000
F -1.34301 -1.45188 -4.74367 0.000
H -2.77187 -3.54863 -1.09855 0.000
H -3.45878 -3.82773 0.49924 0.000
H -4.52964 -3.54036 -0.88588 0.000
H -4.44859 -2.04861 1.73729 0.000
H -5.57714 -1.77421 0.39844 0.000
H -4.58600 -0.43988 1.02019 0.000
H -3.84913 -0.00761 -1.08339 0.000
H -4.51883 -1.39680 -1.92247 0.000
H -2.88437 -0.81636 -3.28091 0.000
H -2.10188 -2.11098 -2.41943 0.000
H 1.13167 1.94719 -6.28353 0.000
F -2.27413 0.78502 0.87329 0.001
As -2.96671 2.52929 0.85475 0.000
F -1.69064 2.95603 1.92530 0.001
F -3.98718 2.11200 2.16041 0.000
F -3.43217 4.15120 0.65123 0.000
F -1.77034 2.60835 -0.49578 0.000
F -4.11630 1.96838 -0.28823 0.000
```

b:
Here is C26H29AsF10N4S2Sc as an isolated structure from the OMol25 dataset. Energies are from the ωB97M-V functional and the def2-TZVPD basis.

Output
LUMO energy (spin up / spin down) = 0.17 / -2.03 eV
net charge = 0
spin multiplicity = 2

The geometry in XYZ format:
```
73
Properties=species:S:1:pos:R:3:mulliken_spin:R:1
Sc -0.13788 0.29147 0.24835 0.006
C 3.38644 -2.62277 1.36759 0.000
N 1.98963 -2.29510 1.12094 -0.001
C 1.43819 -2.91580 -0.07430 0.003
C 1.51767 -2.05449 -1.35863 0.006
N 1.56121 -0.54922 -1.19382 0.002
C 2.90732 -0.17430 -0.67510 0.000
C 1.38444 0.01250 -2.54212 0.039
C 2.46686 0.27524 -3.37233 -0.037
C 2.28373 0.83635 -4.62844 0.078
C 1.00563 1.13720 -5.07697 -0.037
C -0.08150 0.84961 -4.27384 0.058
C 0.08625 0.27327 -3.00945 -0.007
S -1.32254 -0.15455 -2.07990 0.548
C 1.20630 -2.43887 2.31412 0.001
C 0.92572 -3.70244 2.82203 -0.001
C 0.17088 -3.86036 3.96967 0.001
C -0.31066 -2.73962 4.62689 0.000
C -0.03505 -1.47391 4.13860 0.001
C 0.72681 -1.30642 2.98318 -0.001
S 1.04636 0.34333 2.39669 0.000
H 3.51894 -3.65499 1.71945 0.000
H 3.79338 -1.95163 2.12633 0.000
H 3.97004 -2.50416 0.45444 0.000
H 0.40264 -3.16761 0.11684 -0.002
H 1.94267 -3.86438 -0.30826 0.001
H 0.64205 -2.28696 -1.96564 0.004
H 2.40588 -2.31737 -1.94190 -0.001
H 3.67587 -0.82305 -1.09981 0.001
H 2.91168 -0.26588 0.40357 0.000
H 3.12723 0.84682 -0.95613 -0.004
H 3.47309 0.05137 -3.05084 0.002
H 3.14408 1.03599 -5.25284 0.004
H 0.85738 1.58347 -6.05115 -0.001
H -1.08957 1.05395 -4.61054 -0.001
H 1.28898 -4.57228 2.28598 0.000
H -0.05403 -4.85193 4.33945 0.000
H -0.91697 -2.84993 5.51673 0.000
H -0.42267 -0.59705 4.63964 0.000
C 0.29879 3.34656 1.34414 0.004
N 0.98784 2.64307 0.24293 -0.008
C 2.42471 2.92449 0.40424 0.000
C 0.55806 3.17789 -1.06183 -0.003
C -0.95087 3.05920 -1.24876 -0.016
N -1.43153 1.87290 -0.55632 0.214
C -2.77133 1.86665 -0.21388 0.042
C -3.12450 1.21791 0.96970 0.015
F -2.09787 0.64308 1.65609 -0.005
C -4.41242 1.12206 1.43720 -0.022
F -4.65926 0.48790 2.58178 -0.001
C -5.44426 1.69634 0.72022 0.051
C -5.13018 2.34318 -0.45846 -0.022
F -6.10888 2.90046 -1.18207 -0.002
C -3.83353 2.42964 -0.92899 0.048
F -3.61720 3.04155 -2.10420 0.003
H 0.40173 4.43227 1.22299 0.001
H 0.74477 3.04841 2.28994 0.000
H -0.75689 3.08849 1.37310 -0.002
H 2.58118 3.97990 0.65429 0.000
H 2.94952 2.73375 -0.52986 0.000
H 2.83745 2.30345 1.19707 0.000
H 1.08366 2.60859 -1.83164 0.006
H 0.85595 4.22969 -1.16355 0.000
H -1.17843 3.04367 -2.31767 0.024
H -1.44759 3.93755 -0.82517 0.009
H -6.46589 1.62886 1.06310 0.003
F -1.02977 -1.54170 0.62301 -0.004
As -2.52980 -2.68422 0.45675 -0.001
F -3.33176 -1.34226 -0.27446 0.000
F -2.99399 -2.11450 2.00227 0.000
F -3.87840 -3.71148 0.29388 0.000
F -1.86929 -3.10904 -1.08100 0.003
F -1.54647 -3.89975 1.17670 0.000
```

Stability ranking, top and bottom: b is the most stable and a is the least stable.